One molecule with the formula C19H18N2O3S at a distorted geometry. Source: the Open Molecules 2025 dataset; level of theory: wB97M-V/def2-TZVPD.

Summary:
E_LUMO (eV): 0.306
HOMO (eV): -8.1398
M (u): 354.43
SMILES string: CSc1ccccc1NC(=O)CO/N=C(\C)c1cc2ccccc2o1
Spin multiplicity: 1
Net charge: 0
Relative energy (zero: lowest compared OMol25 entry of this formula, charge and spin) (eV): 2.139

```
43
Properties=species:S:1:pos:R:3:forces:R:3
C -3.165526 -3.618906 -0.004401 -0.026 0.532 -0.060
H -4.076452 -3.906713 -0.521810 -0.029 -0.097 0.041
H -2.342342 -4.244153 -0.337875 0.022 -0.034 -0.007
H -3.277963 -3.696476 1.073076 -0.027 -0.104 0.043
S -2.695402 -1.926540 -0.452129 -0.017 -0.083 0.002
C -3.958096 -0.916729 0.292302 0.230 -0.264 -0.130
C -5.116305 -1.452265 0.829675 -0.026 0.074 0.029
C -6.072339 -0.626931 1.397517 -0.112 0.007 0.061
C -5.876471 0.741108 1.427253 -0.014 -0.147 -0.013
C -4.726682 1.289612 0.888104 0.019 0.158 -0.005
C -3.758761 0.474028 0.314644 -0.407 -0.017 0.214
N -2.590939 0.989097 -0.245125 0.248 -0.642 -0.159
C -2.200788 2.275406 -0.397734 0.439 -0.090 -0.219
O -2.807469 3.261132 -0.042920 -0.008 0.186 -0.017
C -0.854082 2.399466 -1.121865 0.024 0.558 0.119
O -0.294166 1.145144 -1.452523 0.292 -0.864 -0.241
N 0.973306 1.007691 -0.901083 0.290 0.667 0.418
C 1.553031 -0.117110 -1.060677 -0.913 0.056 -0.411
C 2.888716 -0.235115 -0.515449 0.800 -0.748 0.083
C 3.741166 -1.306784 -0.526663 -0.729 0.533 -0.109
C 4.934047 -0.876319 0.116599 0.131 0.720 0.299
C 6.162861 -1.464149 0.418023 -0.155 0.067 -0.040
C 7.107464 -0.698186 1.062740 0.155 -0.071 0.036
C 6.854235 0.631345 1.411693 -0.017 0.012 0.002
C 5.647109 1.236560 1.126762 -0.332 0.138 -0.085
C 4.693539 0.468201 0.475979 0.768 -0.920 0.009
O 3.456372 0.842963 0.091923 -0.269 0.342 0.002
H 5.444404 2.261271 1.392769 -0.003 0.130 0.041
H 7.623455 1.196624 1.915740 0.045 0.064 0.042
H 8.068135 -1.127594 1.305323 0.072 -0.039 0.020
H 6.360919 -2.490110 0.147736 0.048 -0.101 -0.013
H 3.551161 -2.277189 -0.937307 -0.141 -0.181 -0.129
C 0.981184 -1.313715 -1.762320 -0.141 0.207 0.002
H 1.643162 -1.629342 -2.565656 0.040 -0.041 -0.052
H 0.005330 -1.072314 -2.174132 0.020 -0.066 -0.018
H 0.874321 -2.136619 -1.057938 -0.003 -0.076 0.031
H -1.020017 2.971483 -2.042749 -0.017 -0.085 0.145
H -0.159920 2.959804 -0.488056 -0.153 -0.101 -0.070
H -1.940324 0.300478 -0.610872 0.002 0.330 0.072
H -4.564859 2.354286 0.901267 0.009 0.030 0.004
H -6.619591 1.387623 1.867514 -0.057 0.073 0.040
H -6.968898 -1.062870 1.811339 -0.086 -0.025 0.043
H -5.291405 -2.515839 0.808808 0.029 -0.088 -0.017
```
Forces are in eV/Å.

One molecule with the formula C6H9ClNP at a distorted geometry. Source: the Open Molecules 2025 dataset; level of theory: wB97M-V/def2-TZVPD.

Summary:
E_LUMO (eV): 0.205
HOMO (eV): -8.0986
M (u): 161.57
SMILES string: [H]/P=C/C(Cl)=C/N=C(C)C
Spin multiplicity: 1
Net charge: 0
Relative energy (zero: lowest compared OMol25 entry of this formula, charge and spin) (eV): 0.592

```
18
Properties=species:S:1:pos:R:3:forces:R:3
C 0.001047 -0.555202 0.888603 -0.634 -0.529 1.766
C -0.392062 -3.064676 0.562698 1.850 1.382 -0.098
C 0.461246 -1.691310 0.389466 -3.221 -4.463 0.050
C 0.384789 1.527994 -0.076982 -0.601 1.420 0.707
C 1.058713 2.927660 -0.038235 -2.412 -1.862 1.959
C -0.755034 1.534294 -1.019962 -2.797 -2.492 1.680
N 0.590205 0.643850 0.789410 1.636 1.508 -0.066
P -0.086363 -4.383525 -0.449413 0.102 0.517 0.086
Cl 1.687383 -1.955768 -0.744839 0.913 0.909 -0.566
H -0.713185 -0.571858 1.753967 0.229 -0.432 -1.149
H -1.051507 -3.146744 1.421465 -0.078 0.354 -0.112
H 1.679217 2.747967 -0.889485 1.186 1.323 -0.316
H 1.412170 3.094314 1.023878 0.459 -0.087 -1.710
H 0.158894 3.576047 -0.196774 1.323 0.043 -0.291
H -0.674707 2.147317 -1.850456 0.572 0.760 -1.925
H -1.242256 0.509987 -1.208029 1.139 1.403 -0.137
H -1.568569 2.047385 -0.442589 0.503 -0.238 -0.187
H -0.949980 -5.387734 0.087279 -0.166 0.483 0.310
```
Forces are in eV/Å.

In Ha, the total energy values for the records above are, in order, -1468.204035 -1090.202487.